96
Properties=species:S:1:pos:R:3:mulliken_charge:R:1 method="wB97M-V/def2-TZVPD" s_squared=0.80 multiplicity=2 de_lowest_kcal_mol=58.9 charge=+1 homo_ev="-10.45 / -10.47"
Se -1.898 0.100 1.342 0.00
Ge -0.124 -2.368 0.387 0.96
Ni -0.202 -0.040 -0.235 -0.62
P 0.238 2.209 -0.381 -0.31
P 2.253 0.349 -0.448 1.50
N 1.932 2.047 -0.069 0.59
N -6.073 -0.354 -0.770 -0.61
C -3.566 -0.087 0.419 0.53
C 2.220 -3.228 -1.112 0.01
C -0.260 3.713 0.507 0.90
C 0.912 -0.226 -2.730 0.77
C -0.875 -3.081 2.037 -1.34
C -0.671 -6.673 -1.309 -1.17
C -1.424 3.759 1.267 -0.04
C 2.284 2.265 1.370 -1.13
C -1.304 -4.338 -1.535 0.75
C 3.425 -3.893 -1.307 -0.89
C 3.490 -4.460 1.035 -0.73
C -5.512 0.843 -0.589 -0.56
C 0.034 2.795 -2.090 1.16
C 2.138 0.232 -2.260 1.44
C -0.507 3.736 -4.651 -0.64
C -2.129 -4.689 -2.641 1.08
C -1.036 6.083 1.743 -0.58
C 1.629 -3.188 0.157 0.43
C 1.649 -0.056 -4.987 -0.84
C -1.254 -2.965 -1.117 0.36
C 5.884 -1.076 0.695 -0.65
C 0.722 3.997 -4.057 -0.79
C -2.815 -2.387 -2.905 -1.38
C 0.645 -0.368 -4.078 -0.85
C 4.883 1.286 -0.393 -0.47
C -4.127 -1.341 0.240 -0.14
C 0.995 3.532 -2.776 -0.25
C 0.133 6.041 0.987 -0.77
C 6.745 -0.040 0.364 -0.72
C 0.518 4.866 0.364 -0.37
C -1.816 4.946 1.880 -0.80
C -1.469 3.001 -3.968 -0.62
C -2.006 -2.038 -1.796 0.50
C 4.518 -0.938 0.478 -0.65
C 2.898 0.366 -4.538 -0.91
C -4.264 1.031 -0.002 -0.03
C 6.243 1.146 -0.168 -0.68
C -0.579 -5.378 -0.888 -0.15
C 4.058 -4.513 -0.232 -0.65
C -2.863 -3.682 -3.321 -1.04
C 2.283 -3.793 1.232 -0.40
C -1.196 2.527 -2.692 -0.63
C -1.499 -7.015 -2.405 -0.65
C 3.150 0.502 -3.180 -0.71
C -2.208 -6.046 -3.050 -1.02
C -5.380 -1.420 -0.359 -0.48
C 4.019 0.233 -0.085 0.33
H -0.323 -2.751 2.922 0.44
H 7.811 -0.150 0.524 0.41
H -3.861 2.032 0.112 0.36
H 4.994 -5.039 -0.385 0.42
H 1.936 3.234 1.703 0.37
H 1.722 -2.771 -1.963 0.47
H 0.744 6.930 0.882 0.43
H 1.958 3.730 -2.316 0.26
H 1.841 -3.768 2.224 0.29
H -2.007 -1.008 -1.481 0.04
H 6.270 -1.992 1.125 0.48
H 4.486 2.209 -0.804 0.41
H 3.983 -4.944 1.870 0.43
H -1.913 -2.764 2.141 0.49
H 3.843 -1.740 0.746 0.53
H -2.425 2.792 -4.432 0.48
H 6.915 1.962 -0.405 0.45
H -6.088 1.700 -0.927 0.38
H 3.864 -3.941 -2.297 0.50
H -1.945 1.948 -2.156 0.18
H -3.392 -1.625 -3.417 0.60
H 0.064 -5.137 -0.050 0.20
H -0.830 -4.172 1.971 0.39
H -3.610 -2.239 0.550 0.20
H -1.335 7.007 2.226 0.40
H -0.318 -0.735 -4.414 0.57
H -1.569 -8.048 -2.727 0.40
H -5.848 -2.388 -0.514 0.41
H 3.363 2.232 1.484 0.35
H 1.424 4.842 -0.234 0.33
H 1.470 4.572 -4.592 0.45
H 1.466 -0.161 -6.050 0.43
H -0.716 4.107 -5.647 0.41
H -2.726 4.977 2.466 0.47
H 3.683 0.583 -5.253 0.44
H -2.019 2.867 1.394 0.11
H 0.144 -0.526 -1.999 -1.19
H -3.461 -3.964 -4.182 0.42
H -0.103 -7.446 -0.801 0.45
H -2.854 -6.300 -3.887 0.42
H 4.131 0.812 -2.843 0.50
H 1.848 1.501 2.032 0.34

***

98
Properties=species:S:1:pos:R:3:mulliken_charge:R:1 method="wB97M-V/def2-TZVPD" de_lowest_kcal_mol=7.5 charge=+3 homo_ev=-15.49
W 0.356 -0.216 0.171 1.96
P -0.053 1.486 3.235 1.89
O -0.045 1.054 1.734 0.33
N 1.836 0.118 -1.408 -0.73
N -1.677 -0.893 0.994 -0.10
N -0.104 -2.060 -0.919 0.22
N -1.085 1.089 -0.912 0.58
N -3.049 2.083 -0.784 0.02
N -1.316 -3.892 -1.101 -0.01
C 3.490 0.599 2.182 0.35
C -4.341 2.030 4.718 -0.61
C 0.782 -2.012 5.066 -0.95
C 3.521 -1.768 2.660 -0.33
C -1.903 4.082 -3.692 -0.59
C -3.640 3.105 4.190 -0.96
C 1.762 -0.271 6.405 -0.80
C 3.089 2.236 -1.242 -0.03
C -2.791 3.723 -2.701 -1.12
C -2.472 0.577 4.283 0.07
C -0.264 -4.058 -2.001 0.64
C 1.771 4.917 2.163 -0.90
C 5.141 -0.307 3.667 -0.73
C -1.182 -2.711 -0.517 0.15
C 1.412 5.029 4.543 -0.97
C -3.763 0.764 4.752 -0.95
C -2.384 2.702 -1.850 0.52
C 4.588 0.785 3.001 -1.68
C 1.459 -1.610 6.212 -0.92
C 1.908 5.587 3.371 -0.65
C -2.617 0.278 0.869 -0.09
C 5.466 2.209 -0.852 -0.71
C 1.366 0.677 5.471 -1.07
C -0.661 3.436 -3.818 -1.14
C 2.946 -0.679 1.998 2.01
C 0.799 3.788 4.515 -0.63
C 3.086 0.857 -1.152 0.58
C 4.235 0.141 -0.887 -0.41
C 1.770 -0.803 1.171 -1.20
C -2.214 -2.115 0.354 -0.98
C -2.351 2.923 3.706 -0.41
C -1.750 1.658 3.759 0.03
C 5.432 0.825 -0.729 -0.78
C 0.385 -1.071 4.133 0.16
C 0.512 -2.910 -1.898 0.43
C 4.294 2.914 -1.093 -0.78
C -1.153 2.069 -1.937 0.54
C 1.873 -3.802 -3.644 -1.08
C 0.700 3.087 3.307 0.39
C 1.066 -4.946 -3.725 -0.57
C 1.169 3.667 2.126 -0.41
C -0.022 -5.092 -2.897 -1.15
C 1.618 -2.784 -2.749 -0.69
C 4.602 -1.579 3.501 -0.81
C -2.248 1.151 -0.282 0.01
C -0.271 2.433 -2.954 -0.67
C 0.669 0.285 4.327 1.43
H 2.390 6.556 3.400 0.45
H 5.008 1.774 3.131 0.55
H 2.133 5.370 1.249 0.51
H 1.398 0.465 -2.258 0.39
H 2.172 2.786 -1.431 0.36
H -3.983 2.302 -0.470 0.27
H -3.647 -0.065 0.772 0.95
H -3.070 -1.858 -0.270 0.52
H 0.006 3.730 -4.617 0.47
H 4.208 -0.942 -0.804 0.39
H 3.051 1.444 1.670 0.82
H 1.295 -5.709 -4.456 0.44
H -1.809 3.765 3.290 0.53
H -5.334 2.179 5.124 0.47
H 1.497 5.565 5.480 0.48
H 6.343 0.272 -0.538 0.48
H -2.564 0.860 1.783 -0.81
H 2.288 -1.940 -2.783 1.03
H 1.048 3.152 1.183 0.27
H -2.565 -2.831 1.096 0.56
H 2.300 0.043 7.290 0.52
H -0.114 -1.407 3.229 -0.14
H -1.575 -1.068 1.989 -0.18
H 0.374 3.388 5.428 0.55
H 6.407 2.737 -0.767 0.46
H 0.560 -3.060 4.906 0.50
H -4.307 -0.070 5.177 0.51
H 2.716 -3.703 -4.316 0.45
H 4.317 3.991 -1.192 0.49
H -2.044 -4.568 -0.922 0.26
H -0.671 -5.957 -2.949 0.45
H 2.109 -0.841 -1.588 -0.59
H -4.085 4.092 4.175 0.49
H -2.021 -0.406 4.363 0.45
H -2.167 4.865 -4.390 0.44
H 0.695 1.975 -3.107 0.57
H 1.748 -2.343 6.955 0.46
H 5.036 -2.425 4.020 0.50
H 3.107 -2.760 2.520 0.54
H 5.992 -0.164 4.323 0.51
H 1.610 1.713 5.642 0.52
H -3.755 4.204 -2.594 0.46

***

111
Properties=species:S:1:pos:R:3:mulliken_charge:R:1 method="wB97M-V/def2-TZVPD" s_squared=0.86 multiplicity=2 charge=+2 homo_ev="-10.77 / -10.77"
Zr 0.839 -0.758 0.265 -0.47
S 2.403 1.153 1.929 1.38
S -0.561 2.970 -1.075 -0.45
O 1.028 0.579 2.051 -0.36
O 3.334 0.937 3.003 -0.70
N -3.123 -3.423 3.552 -0.67
N -1.490 -0.578 1.101 0.44
N -0.319 -0.014 -1.531 0.07
N 0.497 -2.764 2.810 0.23
N 0.797 0.770 -1.698 0.33
N 1.501 -2.250 1.967 0.40
N -1.583 -1.289 2.255 0.70
N 1.655 2.584 -2.510 -0.24
N 1.722 3.925 -2.564 0.49
N -1.118 -3.358 0.979 0.10
N 2.627 -1.688 -0.856 1.10
N -1.819 -3.696 3.265 0.40
N -0.149 -2.892 0.013 0.18
N 2.754 0.474 0.494 1.21
N -5.020 -1.281 0.815 -0.15
C -2.498 -0.371 -2.674 -0.33
C -7.558 -3.436 2.351 -0.51
C 6.004 -0.531 -1.828 -1.10
C -0.679 -3.256 -1.188 -0.08
C 6.143 0.621 -1.076 -0.91
C 3.908 3.919 -3.620 -0.02
C 4.650 5.925 -4.644 -0.36
C -8.575 -3.340 1.444 -0.57
C -6.266 -1.804 1.100 0.56
C -2.493 -0.291 -5.081 -0.70
C 1.062 -3.095 4.000 -0.27
C -6.418 -2.668 2.202 -0.02
C -2.202 0.570 1.241 -1.14
C -2.087 -4.003 0.350 -0.04
C 0.857 4.694 2.624 -0.91
C 3.908 -3.587 -1.587 -1.40
C -2.548 0.702 2.599 -1.25
C 4.954 -1.434 -1.571 0.15
C 2.138 2.885 1.750 0.72
C 2.464 5.963 -3.579 -0.53
C 1.498 5.603 1.749 0.69
C -1.085 -0.252 -5.116 -0.76
C 2.485 5.125 0.903 -0.68
C -3.694 -4.605 3.872 -0.19
C 2.744 4.633 -3.202 0.45
C 1.091 7.074 1.560 -1.37
C 4.821 4.591 -4.402 -0.65
C 2.451 -2.889 3.947 -1.52
C -8.452 -2.476 0.353 -0.40
C -1.569 -5.016 3.642 -0.33
C -1.073 -0.218 -2.715 -0.29
C 4.985 -2.834 -1.916 -0.57
C -1.813 -4.055 -1.029 -1.45
C 5.029 1.088 -0.320 -0.84
C -7.367 -1.612 0.242 -0.65
C 2.846 3.795 0.978 -0.31
C -2.747 -5.610 3.962 -1.15
C -2.160 -0.501 3.219 -0.29
C 3.785 -0.909 -0.987 -0.13
C 1.272 3.365 2.721 -0.76
C 2.685 -2.441 2.643 -0.12
C 0.618 2.086 -1.786 -0.10
C 3.875 0.291 -0.190 0.90
C -0.344 -0.319 -3.932 -0.04
C 3.534 6.645 -4.137 -0.66
C -3.170 -0.465 -3.856 -0.53
C 2.746 -2.983 -1.116 0.20
B -1.048 -2.802 2.382 0.74
H 3.578 -2.277 2.070 0.47
H 1.802 -3.530 -1.074 0.34
H -4.243 -0.716 -3.763 0.45
H 3.162 -2.912 4.709 0.52
H 3.448 7.699 -4.212 0.45
H -7.304 -0.950 -0.625 0.31
H 1.644 7.427 0.675 0.35
H 0.159 5.136 3.317 0.48
H -0.548 -5.350 3.643 0.57
H -2.887 -4.513 0.860 0.43
H 6.791 -0.875 -2.411 0.58
H 5.195 1.958 0.356 0.47
H 3.092 5.793 0.333 0.57
H -9.250 -2.430 -0.431 0.31
H -3.057 -0.399 -5.971 0.43
H -7.632 -4.216 3.094 0.35
H -2.950 -6.663 4.095 0.44
H -2.864 1.675 2.996 0.48
H 0.873 2.707 3.577 0.38
H -4.351 -1.326 1.539 -0.06
H 0.023 7.212 1.321 0.34
H 5.897 -3.222 -2.309 0.52
H -4.750 -4.695 4.105 0.44
H 5.488 6.484 -5.089 0.39
H -0.092 -3.099 -2.097 0.45
H -5.620 -2.907 2.902 0.08
H 7.046 1.235 -0.998 0.48
H 3.863 -4.618 -1.804 0.54
H -0.604 -0.202 -6.105 0.40
H -2.418 -4.549 -1.811 0.44
H 1.541 6.486 -3.490 0.47
H 3.928 2.836 -3.272 0.33
H -9.502 -3.840 1.525 0.41
H 3.749 3.450 0.458 -0.07
H 0.737 -0.355 -3.941 0.52
H 0.514 -3.579 4.767 0.64
H 1.319 7.772 2.439 0.30
H -2.448 -0.807 4.249 0.46
H -4.942 -0.410 0.309 0.27
H 0.866 4.448 -2.269 0.29
H -3.067 -0.388 -1.770 0.43
H 5.515 4.023 -4.973 0.42
H -2.382 1.319 0.532 0.66